(1)
{
  "formula": "C10H23Br2NO7V",
  "method": "ωB97M-V/def2-TZVPD",
  "multiplicity": 1,
  "total_charge": -3,
  "total_energy_ev": -192328.6346,
  "elements": ["Br", "Br", "V", "O", "O", "O", "O", "O", "O", "O", "N", "C", "C", "C", "C", "C", "C", "C", "C", "C", "C", "H", "H", "H", "H", "H", "H", "H", "H", "H", "H", "H", "H", "H", "H", "H", "H", "H", "H", "H", "H", "H", "H", "H"],
  "coordinates": [[0.365, 5.935, -1.961], [3.358, 4.181, -1.534], [-0.575, 0.265, 0.759], [0.612, -0.451, 2.393], [0.812, -1.129, -0.376], [3.211, -1.351, 3.687], [-1.817, 0.744, 1.690], [0.191, 1.601, 0.297], [-2.028, -1.732, 0.690], [3.934, -1.048, -0.194], [-1.638, 0.040, -1.334], [-2.494, -2.093, -2.347], [1.266, 0.219, 3.408], [1.742, -0.923, -1.399], [1.696, 3.392, -2.166], [-2.766, -0.919, -1.425], [-3.188, -1.359, -0.016], [0.471, 4.008, -1.525], [2.369, -0.517, 4.281], [3.233, -0.531, -1.189], [-2.173, -2.418, 1.890], [-3.626, -0.324, -1.759], [-0.795, -0.587, -1.408], [-2.544, -1.748, 2.680], [1.819, -1.098, 5.090], [1.404, -0.067, -2.054], [1.786, 2.323, -1.955], [3.775, -0.723, -2.169], [-1.679, -2.730, -2.000], [0.681, 3.968, -0.460], [-3.605, -0.513, 0.544], [-3.356, -2.775, -2.331], [-1.192, -2.714, 2.266], [1.818, 1.087, 2.994], [1.637, 3.509, -3.249], [2.926, 0.326, 4.786], [-2.802, -3.321, 1.869], [1.669, -1.827, -2.046], [0.537, 0.679, 4.122], [-3.879, -2.211, -0.061], [3.235, 0.601, -1.083], [-2.353, -1.784, -3.384], [-1.580, 0.499, -2.238], [-0.460, 3.518, -1.782]]
}

=====

(2)
{
  "formula": "C4H17N2O2",
  "method": "ωB97M-V/def2-TZVPD",
  "multiplicity": 1,
  "total_charge": 1,
  "total_energy_ev": -11492.2949,
  "de_lowest_ev": 1.596,
  "elements": ["O", "O", "N", "N", "C", "C", "C", "C", "H", "H", "H", "H", "H", "H", "H", "H", "H", "H", "H", "H", "H", "H", "H", "H", "H"],
  "coordinates": [[4.322, 0.365, 0.323], [-2.307, -0.603, 3.220], [1.292, 1.327, 0.491], [-0.449, -0.002, -1.201], [-1.414, 0.430, -2.261], [-0.206, -1.467, -1.344], [-0.902, 0.316, 0.185], [0.346, 0.356, 1.062], [0.831, -1.733, -1.534], [-2.876, 0.169, 3.336], [-2.188, -0.307, -2.467], [4.060, -0.562, 0.303], [-2.865, -1.349, 3.469], [-1.408, 1.280, 0.262], [-1.556, -0.492, 0.522], [-0.082, 0.528, 2.054], [-0.797, -1.947, -2.129], [1.084, 2.289, 0.734], [-2.024, 1.261, -1.875], [-0.931, 0.849, -3.141], [5.195, 0.377, -0.091], [2.155, 1.069, 0.964], [0.852, -0.607, 0.934], [0.446, 0.499, -1.319], [-0.578, -2.045, -0.494]]
}

=====

(3)
{
  "formula": "C31H56N5O5PdS4",
  "method": "ωB97M-V/def2-TZVPD",
  "multiplicity": 3,
  "total_charge": 1,
  "total_energy_ev": -97550.5864,
  "elements": ["Pd", "S", "S", "S", "S", "O", "O", "O", "O", "O", "N", "N", "N", "N", "N", "C", "C", "C", "C", "C", "C", "C", "C", "C", "C", "C", "C", "C", "C", "C", "C", "C", "C", "C", "C", "C", "C", "C", "C", "C", "C", "C", "C", "C", "C", "C", "H", "H", "H", "H", "H", "H", "H", "H", "H", "H", "H", "H", "H", "H", "H", "H", "H", "H", "H", "H", "H", "H", "H", "H", "H", "H", "H", "H", "H", "H", "H", "H", "H", "H", "H", "H", "H", "H", "H", "H", "H", "H", "H", "H", "H", "H", "H", "H", "H", "H", "H", "H", "H", "H", "H", "H"],
  "coordinates": [[-1.903, 2.489, -1.640], [1.790, -4.215, -3.400], [1.928, -3.826, 0.567], [-1.271, 4.939, 0.886], [-4.858, 2.031, 0.268], [2.772, -5.011, 0.339], [-3.821, 2.550, -0.684], [-1.318, 3.739, -0.030], [-1.171, 0.680, -0.864], [2.375, -4.304, -4.732], [-2.979, -0.167, 4.837], [3.142, -0.202, -4.185], [-2.417, -1.751, -2.267], [5.033, -2.149, -0.536], [3.235, 5.319, 2.370], [-5.009, 0.393, 5.513], [-4.856, 0.777, 4.145], [6.250, -1.563, -0.685], [-6.420, 2.278, -0.534], [0.159, -4.946, -3.421], [-4.771, 0.257, 0.120], [1.179, -2.537, -3.237], [-3.282, -3.120, -3.746], [-3.576, 0.454, 3.772], [4.680, 0.024, -0.346], [0.803, 1.196, 0.589], [-3.757, -3.503, -2.446], [0.617, -4.373, 1.655], [3.253, 4.122, 1.697], [1.068, 0.236, -3.596], [-0.499, -0.916, 0.806], [2.985, 3.752, 3.919], [3.023, 5.093, 3.710], [-2.480, -2.012, -3.588], [-3.836, -0.184, 5.904], [-3.181, -2.674, -1.557], [3.190, 3.139, 2.650], [0.255, 5.699, 0.465], [-0.753, 4.284, 2.450], [1.075, -0.221, -4.968], [2.356, 0.153, -3.154], [2.819, -2.827, 1.769], [4.078, -1.190, -0.307], [-0.566, 0.547, 0.390], [2.357, -0.490, -5.291], [6.070, -0.202, -0.569], [2.786, 3.244, 4.844], [-1.909, -1.429, -4.292], [1.039, 1.181, 1.654], [1.042, 4.933, 0.519], [-5.142, -0.078, -0.844], [-1.286, 1.051, 1.081], [-0.322, -1.021, 1.878], [-2.064, -0.920, -1.830], [-3.495, -3.621, -4.674], [-5.257, -0.216, 0.973], [-0.528, -4.519, -4.145], [3.795, -2.594, 1.366], [2.052, -1.882, -3.240], [-0.168, -4.862, 1.090], [0.149, 0.365, -3.060], [2.977, -3.499, 2.620], [2.812, 0.396, -2.209], [-5.588, 1.273, 3.529], [1.585, 0.603, 0.103], [-3.256, -2.567, -0.489], [0.263, -0.302, -5.673], [2.773, -0.825, -6.224], [-4.442, -4.310, -2.246], [0.356, -1.402, 0.312], [-1.501, 3.589, 2.831], [-5.878, 0.535, 6.130], [2.177, -2.010, 2.090], [0.257, -6.026, -3.477], [-0.537, 5.093, 3.141], [-6.347, 2.110, -1.610], [-1.347, -1.547, 0.526], [0.333, 6.001, -0.581], [0.708, -2.432, -2.255], [-7.199, 1.628, -0.133], [4.904, -3.139, -0.439], [0.153, 3.685, 2.279], [0.821, 2.213, 0.202], [1.061, -5.095, 2.349], [-2.998, 0.633, 2.877], [3.223, 2.071, 2.501], [-6.728, 3.311, -0.365], [3.023, -1.404, -0.241], [3.371, 6.232, 1.982], [0.259, -3.566, 2.301], [0.500, -2.294, -4.048], [0.549, 6.531, 1.100], [3.012, 5.912, 4.409], [3.444, 4.025, 0.643], [4.141, -0.266, -4.163], [7.110, -2.200, -0.798], [-3.708, 0.020, 0.228], [-2.053, -0.541, 4.839], [-3.534, -0.651, 6.824], [4.228, 0.987, -0.169], [-0.229, -4.713, -2.418], [6.846, 0.539, -0.638]]
}

=====

(4)
{
  "formula": "C5H12N2",
  "method": "ωB97M-V/def2-TZVPD",
  "multiplicity": 1,
  "total_energy_ev": -8351.4673,
  "de_lowest_ev": 8.669,
  "elements": ["N", "N", "C", "C", "C", "C", "C", "H", "H", "H", "H", "H", "H", "H", "H", "H", "H", "H", "H"],
  "coordinates": [[-2.296, -1.627, -0.726], [2.302, 1.282, 0.488], [-2.931, -0.534, -0.446], [1.913, -0.096, -0.196], [3.492, 1.076, 0.132], [-2.775, 0.200, 0.791], [0.402, -0.275, -0.006], [-2.865, -2.440, -0.536], [2.393, -0.947, 0.291], [-3.134, 1.204, 0.945], [4.323, 0.740, 0.799], [0.048, 0.733, -0.261], [-2.746, -0.440, 1.662], [0.107, -0.472, 1.009], [-3.767, -0.176, -1.086], [2.118, -0.066, -1.261], [3.966, 1.288, -0.855], [-0.031, -0.953, -0.736], [-1.931, 0.353, -0.049]]
}

=====

Question: The highest multiplicity belongs to which entry?
Answer: C31H56N5O5PdS4

=====

Question: What is the formula in the fourth record?
Answer: C5H12N2